[1]
This record from OMol25 describes a structure of composition C32H54IrN2O3P2Si. The level of theory is the ωB97M-V functional and the def2-TZVPD basis.

Cartesian coordinates (Å):
Ir  0.16909  0.15568  0.25844
C  1.61445  -2.86604  2.48132
C  2.63444  -2.09565  1.64003
C  3.95078  -2.85093  1.49659
P  1.78567  -1.54718  0.09972
C  2.88406  -1.21478  -1.35727
C  3.74670  -2.37124  -1.86295
C  3.72333  0.05118  -1.22083
C  0.72589  -2.88084  -0.51536
C  1.14865  -4.17595  -0.80696
C  0.32893  -5.05617  -1.48790
C  -0.91494  -4.61533  -1.92427
C  -1.37314  -3.35130  -1.60942
C  -0.58822  -2.48766  -0.83516
N  -1.04584  -1.21930  -0.41663
C  -2.44252  -1.04789  -0.20511
C  -3.28494  -2.08295  0.19103
C  -4.62749  -1.83180  0.42458
C  -5.14811  -0.55537  0.28141
C  -4.30356  0.49047  -0.06165
C  -2.95400  0.25965  -0.28843
P  -1.65571  1.52318  -0.43269
C  -2.32002  3.08437  0.28621
C  -3.30616  3.83826  -0.60848
C  -1.17295  4.00449  0.68744
C  -1.37416  1.87334  -2.23785
C  -2.59068  1.54522  -3.10009
C  -0.12758  1.17034  -2.78062
H  2.00904  -3.00656  3.48854
H  1.41313  -3.84896  2.05511
H  0.67450  -2.31903  2.55895
H  2.82691  -1.15110  2.16215
H  3.82984  -3.78022  0.93902
H  4.71805  -2.25475  1.00169
H  4.32438  -3.11279  2.48775
H  2.11529  -1.02825  -2.12070
H  4.57030  -2.58817  -1.18443
H  4.18206  -2.08296  -2.82123
H  3.17817  -3.28113  -2.03041
H  4.60879  -0.13616  -0.61156
H  3.16446  0.87941  -0.78618
H  4.07579  0.35566  -2.20698
H  2.13700  -4.49526  -0.50324
H  0.66461  -6.05948  -1.70884
H  -1.54345  -5.27066  -2.51211
H  -2.34755  -3.03946  -1.95568
H  -2.89652  -3.08058  0.33760
H  -5.26961  -2.64479  0.73613
H  -6.19618  -0.36897  0.46851
H  -4.69787  1.49539  -0.10739
H  -2.84395  2.74926  1.18980
H  -2.80169  4.26127  -1.47782
H  -3.73090  4.67165  -0.04766
H  -4.13158  3.22654  -0.96542
H  -0.58144  4.30629  -0.17947
H  -0.50073  3.52799  1.39038
H  -1.57155  4.90962  1.14769
H  -1.19012  2.95243  -2.26853
H  -2.77944  0.47075  -3.10132
H  -2.40483  1.85617  -4.12894
H  -3.49640  2.04243  -2.75744
H  -0.27642  0.08862  -2.82402
H  0.75611  1.38114  -2.17182
H  0.07831  1.51580  -3.79541
O  1.96806  3.73393  1.71093
C  1.99605  2.43478  1.55868
O  1.48450  1.92751  0.56391
C  2.81065  1.71507  2.62777
N  3.12771  2.66971  3.70665
C  4.58311  2.64050  3.97269
C  5.07592  1.35810  3.31450
C  4.18011  1.26901  2.08314
H  2.21645  0.86948  2.97060
H  2.59730  2.46291  4.54101
H  2.39331  3.87514  2.60636
H  4.77162  2.68598  5.04343
H  5.05512  3.51242  3.51408
H  4.90005  0.50208  3.97005
H  6.13518  1.38687  3.06675
H  4.13914  0.27454  1.64703
H  4.52846  1.95903  1.31016
C  -2.40799  -0.44318  3.23857
Si  -0.73175  0.33826  3.52398
C  -0.99299  2.13984  4.00119
C  0.15993  -0.53194  4.92547
O  0.26387  0.22241  2.23661
H  -3.05267  -0.28009  4.10418
H  -2.33530  -1.51927  3.07514
H  -2.91433  -0.01360  2.37006
H  -1.64785  2.20399  4.87279
H  -1.46519  2.70842  3.20024
H  -0.06638  2.65140  4.26105
H  -0.31452  -0.30266  5.88188
H  1.20621  -0.22433  4.99383
H  0.14350  -1.61469  4.79817

Results
* relative energy (zero: lowest compared OMol25 entry of this formula, charge and spin): 0.000 eV
* lowest unoccupied orbital energy (alpha / beta): -3.3 / -3.3 eV
* E_HOMO (alpha / beta): -10.03 / -10.03 eV
* net charge: +1

---

[2]
This record from OMol25 describes a structure of composition C32H54N2O3P2Y at a distorted geometry. The level of theory is the ωB97M-V functional and the def2-TZVPD basis.

Cartesian coordinates (Å):
Y  2.57687  0.13204  -0.45618
C  -0.59662  -0.47610  1.21667
C  -0.90729  -0.76338  -0.13960
C  0.79305  -2.17183  0.53151
C  0.39415  -1.39262  1.65502
C  -0.06154  -1.82452  -0.56414
C  -1.36805  0.46675  2.04685
H  -2.44656  0.24897  2.02047
H  -1.20812  1.49447  1.68398
H  -1.05615  0.40828  3.09124
C  0.70287  -1.74765  3.04981
H  0.12724  -1.14635  3.75805
H  1.77240  -1.65064  3.26801
H  0.41875  -2.79215  3.25889
C  1.55659  -3.42241  0.66630
H  0.99199  -4.11547  1.31020
H  2.53768  -3.25265  1.12810
H  1.69682  -3.93427  -0.28505
C  -0.31772  -2.71251  -1.71147
H  -0.64877  -3.70987  -1.37665
H  0.58119  -2.83502  -2.32068
H  -1.11365  -2.30323  -2.33563
C  -2.07372  -0.24396  -0.88248
H  -3.02958  -0.63157  -0.48236
H  -2.02804  -0.52672  -1.93730
H  -2.11181  0.84802  -0.81630
C  -0.28898  3.90031  -2.63293
C  -1.55094  4.15538  -2.97709
C  -2.30072  3.40064  -4.03501
C  -1.50600  2.95889  -5.30124
C  -1.10786  1.51429  -5.35556
C  -0.60114  0.80073  -4.34167
C  0.00115  1.36788  -3.09675
C  0.56109  2.81183  -3.20272
H  -3.12529  4.04743  -4.39600
H  -0.65842  3.63793  -5.48643
H  -2.77351  2.50171  -3.59233
H  0.83497  3.01925  -4.25092
H  0.20476  4.53057  -1.92407
H  -2.14475  4.91885  -2.46190
H  1.49660  2.84159  -2.61410
H  -0.68765  1.30895  -2.25286
H  -0.56077  -0.29382  -4.41705
H  0.83837  0.71042  -2.78382
H  -2.19004  3.09033  -6.15853
H  -1.31433  1.02904  -6.30920
P  3.73644  1.35638  -2.86811
P  3.21143  -1.52916  -2.44831
C  4.71365  0.15516  -3.98534
C  4.86935  -1.14536  -3.24388
H  5.67709  0.62579  -4.22109
H  4.15326  0.02608  -4.92467
H  5.12276  -1.96523  -3.92048
H  5.63091  -1.08630  -2.45308
C  3.54574  -3.27970  -2.11056
H  2.61867  -3.80278  -1.85958
H  4.24876  -3.33564  -1.27015
H  3.99844  -3.72351  -3.00411
C  2.21935  -1.59806  -4.01849
H  2.88402  -1.74331  -4.88069
H  1.62654  -0.68876  -4.20573
H  1.51914  -2.43882  -3.97285
C  5.23203  2.22394  -2.24412
H  4.92884  3.02126  -1.55238
H  5.75627  2.65889  -3.10737
H  5.89808  1.51500  -1.73322
C  3.44126  2.36679  -4.39607
H  2.92238  1.77340  -5.16082
H  4.41402  2.66792  -4.80627
H  2.85555  3.27071  -4.20525
C  3.85450  2.58695  5.59050
C  3.75929  1.85273  4.25164
C  2.52411  2.17517  3.40081
C  1.21018  2.01193  4.22697
C  1.09203  0.83360  5.18510
C  2.49236  3.63820  2.88061
O  3.16115  4.56179  3.29661
N  1.49835  3.87201  1.91416
C  1.09992  2.90661  1.00313
O  0.17624  3.04053  0.20957
N  1.89727  1.77803  1.03188
C  2.61619  1.38686  2.10261
O  3.35232  0.36374  1.83262
H  3.68575  3.66278  5.44805
H  4.85779  2.43270  5.99856
H  3.15213  2.20349  6.34221
H  4.65089  2.07684  3.64321
H  3.76035  0.76823  4.44827
H  1.13091  2.92643  4.84114
H  0.34139  2.04718  3.55613
H  1.47975  1.06601  6.18369
H  0.03122  0.58992  5.34157
H  1.59981  -0.06579  4.82679
H  1.19846  4.81144  1.70740

Results
* relative energy (zero: lowest compared OMol25 entry of this formula, charge and spin): 0.564 eV
* lowest unoccupied orbital energy: -3.9 eV
* E_HOMO: -9.23 eV
* net charge: +1

---

[3]
This record from OMol25 describes a structure of composition C32H55GeN4OPdSbSeSi3. The level of theory is the ωB97M-V functional and the def2-TZVPD basis.

Cartesian coordinates (Å):
Pd  0.22834  -0.71821  -0.70530
C  -0.56280  2.14386  -1.66129
Sb  -0.92170  1.14505  1.25701
C  -1.16052  -0.99791  0.95139
C  -0.85046  -1.89762  2.10195
C  -1.84017  -2.23165  3.03740
C  -1.54932  -3.08936  4.08123
C  -0.27026  -3.61059  4.18156
C  0.65115  -3.23272  3.21773
N  0.38285  -2.40739  2.21251
Si  -2.84727  -1.32532  0.12232
C  -2.94086  -3.13911  -0.32258
C  -4.34266  -0.90925  1.20473
C  -3.06766  -0.26751  -1.40313
C  0.66803  2.16691  2.41959
C  1.96020  1.43921  2.18715
C  3.21255  2.02487  2.40410
C  4.35314  1.28247  2.16258
C  4.23166  -0.02914  1.72297
C  2.95703  -0.53844  1.55228
N  1.85772  0.17871  1.77621
Si  0.70267  3.94599  1.73020
C  1.78511  4.03434  0.19309
C  1.37128  5.20259  2.95984
C  -1.03715  4.53316  1.33024
Si  0.23813  2.07025  4.27021
C  -0.15576  0.30108  4.71818
C  -1.28138  3.10453  4.64808
C  1.68159  2.62150  5.32824
H  -1.37339  1.70675  -2.25152
H  1.27988  2.56078  -2.09453
H  -0.88040  3.14326  -1.33129
H  -2.82637  -1.80152  2.95258
H  -2.31178  -3.34371  4.80691
H  0.00935  -4.28861  4.97607
H  1.66690  -3.61631  3.25426
H  -2.73117  -3.77794  0.53813
H  -2.22532  -3.38485  -1.10889
H  -3.94683  -3.37426  -0.68045
H  -4.61057  -1.70365  1.90254
H  -5.20395  -0.75604  0.54872
H  -4.19814  0.01387  1.77232
H  -2.27245  -0.37556  -2.14331
H  -3.15511  0.79197  -1.14613
H  -4.00836  -0.55701  -1.88098
H  3.28901  3.04481  2.75657
H  5.33002  1.72366  2.31646
H  5.09972  -0.64020  1.51807
H  2.77886  -1.55536  1.21866
H  2.14335  3.04486  -0.09430
H  2.65291  4.67592  0.35879
H  1.21730  4.45685  -0.64001
H  2.41083  5.02473  3.23964
H  0.78061  5.26231  3.87505
H  1.33078  6.18443  2.47887
H  -1.54413  3.96101  0.55141
H  -0.96932  5.56489  0.97353
H  -1.67640  4.53275  2.21481
H  -1.13527  0.00346  4.33844
H  -0.18217  0.18284  5.80455
H  0.58157  -0.39784  4.31657
H  -2.12506  2.82176  4.01267
H  -1.11678  4.17655  4.53144
H  -1.58144  2.92717  5.68405
H  2.52935  1.94407  5.20849
H  1.37988  2.59007  6.37856
H  2.02120  3.63377  5.10922
Se  2.05172  -0.53945  -2.09240
O  0.50555  2.27947  -2.59646
N  -0.14830  1.35212  -0.54255
C  0.24490  -5.71635  -1.81412
Ge  1.06494  -3.96725  -2.15399
C  3.01285  -4.14821  -1.93667
C  0.70227  -3.49864  -4.02625
C  0.36111  -2.72725  -0.85821
H  0.67457  -6.48111  -2.46289
H  -0.83030  -5.67709  -1.99366
H  0.40573  -6.01403  -0.77703
H  3.40463  -4.90960  -2.61336
H  3.24652  -4.44012  -0.91202
H  3.52073  -3.20643  -2.14894
H  1.12217  -4.27117  -4.67301
H  1.14438  -2.54591  -4.32290
H  -0.37359  -3.46076  -4.20817
H  -0.00809  -3.23721  0.02709
N  -0.64790  -0.13080  -4.30259
C  -0.69273  0.16049  -5.66432
C  -0.46503  1.46334  -6.11298
C  -0.55808  1.76302  -7.46171
C  -0.87630  0.78014  -8.39006
C  -1.10071  -0.51511  -7.94486
C  -1.01250  -0.82642  -6.59760
H  -0.09866  0.51523  -3.74992
H  -0.45382  -1.09405  -4.07709
H  -0.21287  2.23149  -5.39076
H  -0.37692  2.77872  -7.79139
H  -0.94664  1.01956  -9.44255
H  -1.34795  -1.29596  -8.65346
H  -1.19225  -1.84065  -6.25963

Results
* relative energy (zero: lowest compared OMol25 entry of this formula, charge and spin): 2.116 eV
* spin multiplicity: 5
* lowest unoccupied orbital energy (alpha / beta): 0.5 / -2.1 eV
* E_HOMO (alpha / beta): -7.04 / -7.53 eV